Density functional theory data (ωB97M-V with the def2-TZVPD basis set) for a cluster of 2 separate species, C3H12NO in total at a distorted geometry.

Geometry as XYZ:
```
17
Properties=species:S:1:pos:R:3
C -0.5789 -1.8057 0.6915
C 0.5392 -0.9520 0.1997
N 0.0065 0.0666 -0.6776
C 0.9656 0.7884 -1.8284
H -1.0913 -2.4832 -0.0038
H -0.3652 -2.6000 1.4027
H -1.4897 -1.2300 1.1429
H 1.0345 -0.5338 1.0709
H 1.2130 -1.6541 -0.3395
H -0.4198 0.8339 -0.1661
H -0.7693 -0.1519 -1.1325
H 1.3449 1.6941 -1.2178
H 0.1843 1.0836 -2.5519
H 1.7859 0.1418 -2.1468
H -1.5064 1.2931 1.5398
H -0.6364 2.4303 1.6746
O -0.6107 1.5657 1.3868
```

Properties
**Net charge**: +1
**E_LUMO**: -3.14 eV
**ΔE to the lowest compared entry with this formula, charge and spin**: 173.88 kJ/mol
**Highest occupied orbital energy**: -16.188 eV

Density functional theory data (ωB97M-V with the def2-TZVPD basis set) for a cluster of 2 separate species, C3H12NO in total at a distorted geometry.

Geometry as XYZ:
```
17
Properties=species:S:1:pos:R:3
C 0.4401 1.3658 0.0250
C 0.4498 -0.1553 0.0348
C 1.5576 -0.8161 -0.7704
N -0.8467 1.9099 0.5586
H 1.2422 1.7744 0.6503
H 0.5933 1.7367 -0.9845
H -0.5150 -0.4344 -0.4150
H 0.3151 -0.5600 1.0367
H 1.9827 -0.1220 -1.5051
H 2.3417 -1.3341 -0.2217
H 1.0392 -1.5607 -1.3583
H -1.6549 1.7479 -0.0441
H -1.1444 1.4121 1.4034
H -0.7685 2.8953 0.8169
H -2.3406 -2.4137 -0.0359
H -1.3022 -2.9205 0.8361
O -1.3897 -2.5252 -0.0267
```

Properties
**Net charge**: +1
**E_LUMO**: -3.80 eV
**ΔE to the lowest compared entry with this formula, charge and spin**: 96.07 kJ/mol
**Highest occupied orbital energy**: -14.881 eV

Density functional theory data (ωB97M-V with the def2-TZVPD basis set) for a cluster of 2 separate species, C3H12NO in total at a distorted geometry.

Geometry as XYZ:
```
17
Properties=species:S:1:pos:R:3
C 0.8631 -2.8015 0.5051
O 0.4498 -1.4357 0.7805
H 1.9835 -2.7775 0.4765
H 0.4678 -2.9133 -0.4911
H 0.4735 -3.5083 1.2731
H -0.2940 -1.5569 1.3813
C 0.1749 1.8478 0.6038
C 0.2036 1.3003 -0.7727
N -1.2423 0.9273 -1.0663
H 1.0109 2.2863 1.0603
H -0.1192 1.0804 1.2960
H -0.6290 2.5975 0.6983
H 0.6673 0.2874 -0.8613
H 0.5848 1.9769 -1.6422
H -1.6481 1.8802 -0.9181
H -1.4713 0.5618 -1.9796
H -1.4754 0.2473 -0.3436
```

Properties
**Net charge**: +1
**E_LUMO**: -3.58 eV
**ΔE to the lowest compared entry with this formula, charge and spin**: 174.50 kJ/mol
**Highest occupied orbital energy**: -14.169 eV

Density functional theory data (ωB97M-V with the def2-TZVPD basis set) for a cluster of 2 separate species, C3H12NO in total at a distorted geometry.

Geometry as XYZ:
```
17
Properties=species:S:1:pos:R:3
C 0.1336 -0.2320 -0.3604
C -0.0459 1.1102 -1.1173
C -0.4434 0.8031 -2.5145
N 0.1732 0.2399 1.1039
H 1.1176 -0.6565 -0.3474
H -0.7676 -0.9082 -0.4303
H -0.7109 1.7663 -0.4580
H 1.0001 1.5147 -0.9424
H -0.3329 1.6955 -3.1691
H -1.5199 0.3459 -2.4753
H 0.0703 -0.0608 -3.0095
H -0.7212 0.8426 1.0974
H 1.0547 0.5169 1.4447
H -0.1813 -0.4305 1.7898
H -0.2903 -2.6254 2.9559
H 1.0672 -2.0929 3.5592
O 0.3969 -1.8287 2.8733
```

Properties
**Net charge**: +1
**E_LUMO**: -3.44 eV
**ΔE to the lowest compared entry with this formula, charge and spin**: 175.85 kJ/mol
**Highest occupied orbital energy**: -15.555 eV

no.,E_tot (eV)
1,-6835.6123
2,-6836.4188
3,-6835.6059
4,-6835.5919